{"formula": "C3H3EuFO4", "method": "ωB97M-V/def2-TZVPD", "lumo_ev": [-22.606, -22.233], "charge": 4, "max_force_ha_per_bohr": 0.119, "spin_multiplicity": 8, "orbital_gap_ev": [3.94, 6.73], "energy_ha": -1224.85357, "elements": ["C", "C", "O", "O", "H", "H", "H", "F", "C", "O", "Eu", "O"], "xyz": [[1.362, 0.810, 1.129], [0.812, -0.457, 0.599], [-0.406, -0.207, -0.051], [2.439, 0.915, 1.754], [0.858, 1.786, 1.036], [0.710, -1.193, 1.421], [1.519, -0.889, -0.135], [3.085, -0.306, 1.883], [-0.695, -0.197, -1.554], [-1.718, 0.106, -2.103], [-5.029, -0.668, -2.560], [-2.937, 0.300, -1.419]]}